Entry 1:
119
Properties=species:S:1:pos:R:3:forces:R:3 method="wB97M-V/def2-TZVPD" fmax_ev_per_a=1.59 mol_weight_da=1304.49 multiplicity=5 homo_ev="-4.455 / -4.877" charge=-1 lumo_energy_ev="1.96 / 1.05" relative_energy_kcal_mol=0.00
Pt 1.945346 -3.914041 0.122553 -0.9025 -0.1519 -0.1502
Br 3.419907 -6.187254 1.557698 0.3212 -0.3957 0.4320
Ge 1.289192 0.433507 -0.458469 -0.1667 -0.2303 0.0306
Ge -1.338886 -0.692100 -0.269196 0.2510 0.3603 0.0577
S -0.172611 0.475828 1.296440 -0.0539 0.0053 -0.1842
S -0.592283 -2.743290 -0.138630 -0.5102 -0.1187 0.0159
S 2.432723 -1.382933 -0.494134 0.3350 -0.1033 -0.0417
S -0.400618 0.392996 -2.002142 -0.0219 -0.0074 0.2234
F 4.017139 -3.547091 -0.027780 -0.4831 -0.2043 0.0318
O 0.628040 -5.295651 0.242707 1.1508 1.0730 -0.2597
O 3.052881 -4.315392 6.366459 -0.1055 0.2333 0.1728
N 2.234064 -3.844837 2.384664 0.0035 -0.3056 -0.6223
C -3.437475 -3.386801 -1.933600 -0.0389 0.0250 0.0516
C 2.834497 2.063119 1.931202 -0.0765 0.0242 -0.0118
C -5.325752 0.739556 0.237223 -0.0479 0.0069 0.0143
C -3.319729 -0.562700 -0.156846 0.0251 -0.1738 -0.0319
C -2.177475 4.579788 -0.083813 0.0018 -0.0007 -0.0466
C 1.769553 2.187657 4.085676 -0.0159 0.0156 0.0939
C 2.665108 0.297003 -4.869978 0.0033 -0.0400 -0.0466
C -3.622429 -3.079187 -0.579379 0.0495 0.0438 0.0629
C 3.006984 2.622210 0.555747 0.1088 -0.0892 -0.0507
C -2.299691 -7.009497 -1.712720 0.0137 0.0117 -0.0174
C 3.449794 0.548177 3.687979 0.0377 -0.0478 -0.0248
C -3.948574 0.676117 0.036218 0.0308 0.0622 0.0669
C -3.047601 -4.670459 -2.285816 0.1177 0.0464 -0.0476
C 3.094049 0.862644 -3.681647 -0.0459 0.0288 0.0263
C -3.646971 -2.347456 -3.002517 0.0176 -0.0011 -0.0226
C 1.253675 2.440850 -3.811080 -0.0026 -0.0049 -0.0619
C -2.813235 -5.649996 -1.331502 -0.0431 0.0179 0.0510
C -2.362920 3.927218 1.119737 0.0713 -0.0176 0.0593
C 2.529920 1.115891 4.548185 -0.0319 0.0302 -0.0440
C 2.357488 1.927408 -3.135311 0.0493 0.0090 0.0571
C 2.881687 -4.906064 2.824389 0.1805 -0.0779 0.4276
C -3.549216 -3.770024 1.867955 0.0063 -0.0072 0.0033
C -3.028297 1.989030 2.539476 -0.0012 0.0141 -0.0188
C -3.549594 1.991114 -2.500466 0.0150 0.0114 -0.0102
C 1.915661 2.673934 2.801177 -0.0589 -0.0575 -0.1235
C 2.482242 2.011928 -0.594885 -0.1631 0.0611 0.0056
C 1.072879 3.824209 2.326286 -0.0452 -0.0033 0.0192
C -3.246694 1.996315 0.007812 -0.0210 -0.0571 -0.0355
C 0.434879 3.585874 -3.275267 0.0202 -0.0299 0.0102
C 2.352556 0.615727 5.956467 0.0111 -0.0206 -0.0166
C 2.766931 -4.125992 5.054008 0.0072 -0.0211 -0.0118
C 2.814775 2.541366 -1.851611 -0.0700 0.0673 0.0274
C 3.628232 1.008036 2.379010 0.0341 0.0267 0.0822
C 1.544246 0.771773 -5.546393 0.0520 -0.0364 0.0171
C -1.580697 5.960003 -0.144057 0.0025 -0.0215 0.0082
C -4.121428 -1.719305 -0.211546 -0.0143 0.0627 -0.0311
C 1.843750 -2.901832 3.234739 -0.0704 0.0813 0.0194
C 3.608828 3.681913 -1.939520 -0.0062 -0.0086 -0.0556
C -3.426419 -4.062173 0.395362 0.0652 0.0285 0.0237
C 4.731872 0.395264 1.557796 -0.0036 -0.0215 -0.0340
C -3.096710 2.649531 -1.226082 -0.0379 -0.0455 0.0376
C 3.779370 3.774447 0.438743 0.1148 -0.0285 0.0106
C 4.077143 4.310843 -0.801069 0.0285 0.0225 0.0251
C -3.022209 -5.329369 0.000764 0.0136 -0.0649 -0.0063
C 4.344947 0.366439 -3.010325 0.0028 0.0097 -0.0134
C -2.557010 3.923137 -1.251856 -0.0018 0.0546 -0.0100
C 2.087126 -3.005638 4.589394 -0.0264 0.0585 -0.0548
C 0.865385 1.850762 -5.013097 -0.0521 0.0413 0.0083
C 3.180016 -5.102736 4.159621 0.0083 0.0065 0.0635
C -5.494515 -1.625641 0.010227 -0.0011 -0.0232 -0.0760
C -6.099629 -0.405764 0.247500 0.0088 0.0141 -0.0070
C 1.091590 0.114392 -6.822046 -0.0059 0.0167 0.0096
C -2.883213 2.636013 1.187640 0.0038 0.0719 0.0181
H 3.849036 4.072357 -2.921917 0.0039 -0.0030 -0.0032
H -3.350641 2.637383 -3.355146 0.0065 0.0022 -0.0244
H 1.323534 -2.055483 2.796556 0.0101 0.0262 0.0127
H 0.850781 -0.936051 -6.652122 -0.0073 -0.0167 0.0116
H 0.203595 0.603645 -7.220930 -0.0168 0.0070 -0.0138
H 5.688050 0.550236 2.065093 0.0068 -0.0028 -0.0053
H -3.816186 -2.734214 2.063902 -0.0050 0.0227 -0.0037
H -4.302823 -4.409480 2.332100 -0.0266 -0.0128 0.0073
H 1.332696 0.262133 6.122250 -0.0347 0.0006 0.0085
H -6.084800 -2.533744 -0.028871 -0.0020 -0.0010 0.0050
H 3.219304 -0.541594 -5.279199 -0.0028 -0.0032 -0.0035
H -1.343364 6.328198 0.853545 0.0066 0.0086 0.0216
H -2.267586 6.667316 -0.612495 -0.0104 0.0141 -0.0137
H -2.434158 4.424414 -2.206829 -0.0037 0.0052 0.0040
H 0.380241 4.133228 3.108576 -0.0505 0.0119 0.0073
H -2.082049 4.422569 2.043313 0.0314 0.0154 0.0204
H 1.751089 -2.228113 5.261336 0.0019 0.0539 0.0361
H -7.168229 -0.345306 0.414157 0.0002 -0.0025 0.0119
H -3.029314 1.046385 -2.662747 0.0057 -0.0014 -0.0002
H -0.596931 3.264372 -3.134677 -0.0207 -0.0141 -0.0017
H 3.712382 -5.977300 4.500195 0.0032 0.0004 -0.0034
H 1.681785 4.686210 2.048926 0.0245 0.0078 -0.0077
H 0.799586 3.939412 -2.312891 -0.0059 0.0010 0.0162
H -2.594996 -3.968411 2.359587 0.0176 0.0063 -0.0167
H -2.876701 -4.897291 -3.332979 -0.0142 -0.0073 -0.0073
H 4.581533 -0.676604 1.427170 -0.0461 -0.0260 -0.0016
H 2.715108 -3.566306 6.880450 0.1011 -0.2233 -0.1761
H 4.138977 0.001154 -2.003772 0.0016 -0.0132 0.0116
H 4.073136 -0.271635 4.033717 -0.0172 -0.0142 0.0016
H 4.690330 5.200486 -0.879583 -0.0084 0.0057 0.0030
H 1.871540 0.152115 -7.584806 0.0164 -0.0010 -0.0114
H 2.546786 1.404645 6.685284 -0.0159 0.0192 0.0061
H -0.013533 2.234269 -5.522995 -0.0012 0.0017 -0.0036
H -4.619559 1.773745 -2.472995 -0.0192 0.0015 0.0043
H 1.042536 2.651615 4.745751 -0.0007 -0.0032 -0.0001
H 0.439862 4.425648 -3.974845 0.0024 0.0109 -0.0055
H 3.037459 -0.204516 6.166207 0.0518 -0.0558 0.0156
H 4.776627 -0.459669 -3.573050 0.0186 -0.0155 -0.0139
H -4.657209 -1.933967 -2.965399 -0.0051 0.0230 0.0074
H -1.329006 -7.180019 -1.244545 0.0166 -0.0206 0.0085
H -2.175952 -7.093969 -2.791922 -0.0015 -0.0094 -0.0172
H -3.697820 2.571681 3.176479 -0.0186 0.0066 0.0085
H -0.659761 5.961802 -0.730517 0.0152 -0.0139 -0.0081
H 4.175889 4.228972 1.339796 -0.0132 0.0055 0.0094
H -2.814743 -6.073851 0.763145 0.0048 0.0030 0.0032
H -3.420541 0.976929 2.469817 0.0046 -0.0242 0.0026
H 5.087887 1.164709 -2.936748 0.0020 0.0098 0.0032
H 0.493724 3.537307 1.446581 -0.0445 -0.0074 -0.0207
H -2.980166 -7.797760 -1.384600 0.0117 -0.0158 0.0190
H -2.054170 1.936477 3.028660 0.0061 -0.0023 0.0088
H -5.780216 1.711925 0.388923 -0.0021 0.0016 -0.0027
H -2.951886 -1.511107 -2.899006 0.0361 0.0030 0.0417
H 4.801346 0.829573 0.563284 -0.0255 0.0153 -0.0175
H -3.485074 -2.783315 -3.987293 -0.0246 -0.0052 -0.0302

---

Entry 2:
118
Properties=species:S:1:pos:R:3:forces:R:3 method="wB97M-V/def2-TZVPD" fmax_ev_per_a=0.76 mol_weight_da=1061.22 homo_ev=-14.886 charge=+3 lumo_energy_ev=-10.12 relative_energy_kcal_mol=62.68
Ir 0.541132 -0.126260 0.194957 0.6771 0.0088 -0.3537
P -1.721886 -0.599623 -0.101702 -0.3142 0.4142 -0.4204
P 1.110883 2.100211 -0.352743 -0.3677 0.0679 0.4553
O 2.660908 -0.250719 0.132956 0.0879 -0.1316 0.0450
O -1.734090 2.146161 -0.606707 0.0028 0.0448 -0.4468
N 3.511551 -1.004332 2.073270 -0.0068 -0.0385 0.0212
N 2.911730 -4.961397 -1.336764 0.0250 -0.0431 -0.0572
N 1.230038 -3.445109 -0.430162 -0.1873 0.0278 0.1386
N 0.209329 -0.318256 2.103093 -0.0154 0.1625 0.4720
N 1.369125 -5.760286 0.357537 0.0530 -0.0510 -0.0238
N 0.575370 -5.303700 -1.883206 0.0592 -0.0066 -0.0687
C 1.357792 2.883354 -4.318909 -0.0408 -0.0160 0.0005
C -2.879264 -2.406727 -1.946026 -0.0390 0.0485 -0.0391
C 0.024768 3.548177 -0.203138 0.1213 -0.0578 0.1406
C -2.583578 -2.980142 3.797564 0.0870 0.0818 -0.0110
C 2.609795 -3.593675 -0.960510 -0.0461 0.0220 0.0485
C 2.232881 2.484536 2.131300 0.0176 0.0195 -0.0415
C -2.955449 -2.949198 -3.217829 0.0093 -0.0081 0.0172
C -2.258886 -2.980793 1.353966 -0.0419 -0.1496 0.1068
C 0.201954 0.620453 4.758683 0.1743 -0.1875 0.1320
C -2.365975 -1.626090 3.810867 -0.0921 -0.0772 0.1152
C -4.479619 -0.000734 0.163856 0.0306 0.0121 0.0853
C 2.739831 -5.836615 -0.174024 -0.0757 0.0385 -0.0105
C 1.658051 2.091293 -2.062715 -0.0573 -0.2257 -0.0983
C -1.687930 5.728813 -0.086872 0.0293 0.0399 0.0393
C -0.987685 -1.076042 -2.649002 0.0169 -0.0259 0.0387
C 3.617421 3.165786 0.272316 0.0008 0.0605 -0.0120
C -0.864207 0.877399 4.003420 -0.1864 0.0217 -0.1360
C 2.812202 1.401439 -2.462096 -0.0807 0.0219 -0.0532
C -5.539486 0.888752 0.130990 0.0510 0.0575 -0.0062
C -2.195580 -0.854615 2.591189 0.2040 -0.1198 0.1333
C -1.877567 -1.480374 -1.652561 0.1164 -0.0078 -0.0324
C -2.059204 -2.550624 -4.205247 -0.0137 -0.0024 0.0100
C 4.569727 3.640776 1.165944 0.0084 -0.0010 -0.0352
C 5.019358 -0.059653 0.429237 0.0095 -0.0007 -0.0204
C 0.549046 4.823750 0.014886 -0.0144 -0.0107 0.0903
C 0.443870 -6.163606 -0.706913 0.0456 0.0677 0.0077
C 3.654504 -0.438270 0.892564 -0.1362 0.1880 -0.1221
C 0.312807 -3.932569 -1.493957 0.0950 -0.0088 -0.0306
C 3.192023 2.950752 3.015595 0.0030 0.0163 -0.0173
C -5.315605 2.248447 -0.088628 -0.0451 -0.0291 0.0597
C 1.105272 -4.381805 0.714065 0.0460 -0.0418 -0.0690
C -4.040270 2.754833 -0.306817 -0.0243 0.0920 -0.0145
C 1.221007 -0.683049 2.991688 -0.1090 0.0806 -0.2693
C -3.727098 4.223986 -0.593145 0.0485 -0.0347 -0.0107
C 0.915724 2.808796 -3.008582 0.0261 -0.0077 0.0052
C -2.108017 -1.634935 1.353049 -0.1529 0.1295 -0.2723
C -3.992121 4.494145 -2.087483 0.0290 -0.0181 -0.0040
C 1.231379 -0.276259 4.271255 -0.1304 0.2052 0.2270
C 2.259069 -1.630456 2.454424 -0.1186 0.0093 -0.0098
C -1.083668 -1.604417 -3.927455 -0.0116 0.0194 -0.0102
C -2.541374 -3.646525 2.575705 0.0537 0.0020 -0.1299
C -0.315883 5.903862 0.072751 -0.0321 -0.0262 -0.0267
C 4.363727 3.525178 2.532930 -0.0216 -0.0147 0.0234
C -2.241868 4.473093 -0.313809 -0.0940 0.0562 -0.0514
C 2.526483 2.236819 -4.698066 0.0112 -0.0179 -0.0213
C -3.184495 0.478916 -0.054237 -0.1359 -0.2973 0.1719
C -1.339721 3.426952 -0.369655 -0.0135 -0.0664 0.0276
C 3.245786 1.487917 -3.773885 -0.0320 -0.0181 0.0034
C -1.004467 0.275588 2.643816 0.1752 -0.0594 0.1810
C -3.018580 1.820112 -0.324008 0.0700 0.0203 0.0386
C 1.960279 -5.385878 -2.371486 -0.0683 0.0644 0.1138
C 2.449229 2.581191 0.755801 0.1230 -0.1367 -0.0641
C -4.605286 5.143846 0.258599 0.0032 -0.0137 0.0301
H 0.653143 -7.194762 -0.988277 -0.0250 -0.0117 0.0067
H -2.185818 -3.554347 0.439525 -0.0350 -0.0224 0.0322
H 2.712016 -2.948198 -1.835947 0.0224 0.0280 0.0110
H -3.749352 5.529147 -2.330728 -0.0055 -0.0041 -0.0017
H -6.547901 0.530021 0.283707 -0.0007 0.0097 0.0074
H -5.043556 4.323312 -2.321939 0.0076 -0.0002 0.0006
H 3.364024 0.808962 -1.749715 0.0455 0.0226 0.0241
H -4.436750 4.985259 1.324564 -0.0040 0.0050 -0.0048
H 2.068342 -4.740638 -3.244498 0.0083 -0.0211 -0.0266
H 4.303508 -1.043670 2.696300 0.0358 -0.0916 -0.0552
H -2.769591 -3.526237 4.711814 0.0007 0.0051 0.0029
H -1.670186 1.513103 4.351789 0.0706 0.1135 -0.0771
H -2.364268 -1.084605 4.751033 -0.0111 -0.0132 -0.0098
H -0.403370 -1.279079 -4.703146 0.0132 -0.0080 0.0090
H -6.165318 2.918188 -0.094035 0.0038 -0.0078 0.0133
H 3.317091 -3.267238 -0.190763 0.0012 -0.0063 0.0031
H 1.611422 4.975631 0.146286 -0.0059 0.0077 0.0123
H 1.825242 -4.095639 1.483652 -0.0505 -0.0289 0.0141
H 0.794943 3.457163 -5.042676 0.0032 -0.0017 0.0010
H -2.720303 -4.716425 2.554987 0.0293 -0.0006 -0.0090
H 5.025645 0.980631 0.111938 -0.0105 0.0128 0.0025
H -5.660513 4.980826 0.045418 0.0079 0.0052 -0.0051
H 3.446450 -5.549788 0.607009 -0.0037 0.0071 0.0075
H 2.877414 2.314214 -5.718692 -0.0048 -0.0076 0.0021
H 0.009366 3.325253 -2.720727 0.0386 0.0470 0.0010
H 5.272810 -0.679937 -0.432963 -0.0031 -0.0108 0.0093
H -3.610967 -2.699839 -1.202755 0.0117 0.0143 0.0079
H -0.221789 -0.329162 -2.435693 -0.0149 0.0188 -0.0426
H 0.079636 6.894482 0.248768 -0.0034 0.0041 -0.0245
H 0.286732 1.047255 5.749903 0.0527 0.0285 -0.0279
H 1.305150 2.074123 2.513553 -0.0003 -0.0211 0.0056
H -1.329877 1.067458 1.969021 -0.1623 -0.1211 -0.1052
H 0.432374 -3.289358 -2.367289 -0.0230 -0.0161 0.0449
H -0.717131 -3.849689 -1.140400 0.0667 -0.0440 0.0017
H -4.406384 6.189111 0.028403 -0.0103 -0.0059 -0.0036
H 5.771403 -0.210444 1.200312 0.0044 -0.0058 -0.0062
H -3.109861 -0.231291 2.511813 0.0719 0.0826 0.0790
H -2.131946 -2.973852 -5.198132 -0.0056 0.0012 0.0024
H 5.108467 3.897840 3.223743 -0.0107 0.0066 0.0004
H 2.178674 -6.412868 -2.659900 0.0116 -0.0010 -0.0181
H 0.094675 -4.297025 1.126378 0.0243 -0.0133 -0.0127
H 3.776634 3.281209 -0.792687 0.0072 -0.0188 -0.0004
H 2.945375 -6.864337 -0.469867 0.0329 -0.0035 0.0166
H 2.481290 -2.402139 3.188265 0.0195 0.0545 0.0633
H -4.664000 -1.048781 0.372487 -0.0038 0.0041 -0.0486
H 3.017861 2.887149 4.081963 0.0091 -0.0060 -0.0013
H 5.468849 4.111318 0.790151 -0.0035 -0.0047 0.0017
H 1.853454 -2.115584 1.565087 0.0670 -0.0273 0.0552
H -3.389520 3.840289 -2.721574 -0.0045 0.0063 -0.0021
H -3.723493 -3.675933 -3.445651 0.0072 -0.0004 -0.0102
H -0.581779 -6.104231 -0.332730 -0.0042 -0.0189 0.0001
H -2.329925 6.598290 -0.040675 0.0073 -0.0047 0.0108
H 4.146685 0.972503 -4.078706 0.0063 0.0111 0.0049
H 2.019742 -0.610215 4.932396 -0.0879 -0.0962 0.0486